(1)
DFT (the ωB97M-V functional and the def2-TZVPD basis) results for a cluster of 5 separate species, C6H19NO4 in total.

Values from the calculation:
Kohn-Sham gap = 8.07 eV
SMILES string = C/C=C/C=C/NC.O.O.O.O
HOMO level = -7.5 eV
LUMO energy = 0.53 eV

Structure (ORCA input):
```
! wB97M-V def2-TZVPD RIJCOSX def2/J DEFGRID3
* xyz 0 1
C 0.692 -3.256 1.883
C 0.772 -2.167 0.858
C 0.004 -1.094 0.694
C 0.189 -0.081 -0.334
C 1.397 0.336 -0.810
N 1.513 1.437 -1.614
C 0.340 2.089 -2.087
H 0.459 -4.257 1.494
H 1.703 -3.390 2.291
H 0.018 -2.976 2.773
H 1.703 -2.303 0.248
H -0.790 -0.945 1.453
H -0.702 0.401 -0.710
H 2.278 -0.225 -0.534
H 2.385 1.616 -2.095
H -0.111 1.293 -2.797
H 0.667 2.954 -2.677
H -0.419 2.396 -1.326
O -1.025 -2.017 -2.288
H -0.389 -1.722 -1.611
H -1.289 -2.871 -1.928
O 1.138 1.629 3.102
H 0.187 1.513 2.983
H 1.366 1.955 2.218
O -0.586 3.010 1.309
H -1.399 3.090 1.811
H 0.193 3.264 1.810
O -3.370 -0.510 -1.046
H -2.554 -0.468 -1.595
H -3.576 -1.390 -0.730
*
```

Results of the Mulliken charge analysis, in e, for atoms 1 through 6: atom 1 (C): -1.243, atom 2 (C): 0.175, atom 3 (C): -0.425, atom 4 (C): -0.503, atom 5 (C): -0.115, atom 6 (N): -0.172

(2)
DFT (the ωB97M-V functional and the def2-TZVPD basis) results for a structure of composition C6H19O11PPd.

Values from the calculation:
<S²> = 2.029
Kohn-Sham gap (alpha / beta) = 3.39 / 3.38 eV
HOMO level (alpha / beta) = 0.2 / 0.2 eV
LUMO energy (alpha / beta) = 3.59 / 3.59 eV

Structure (ORCA input):
```
! wB97M-V def2-TZVPD RIJCOSX def2/J DEFGRID3
* xyz -2 3
Pd 1.160 1.735 0.036
O 1.142 3.416 3.256
H 0.536 3.554 4.010
P 5.311 2.295 -0.279
O 4.171 3.313 -0.510
O 6.286 2.771 -1.408
O 4.503 0.991 -0.298
O 5.629 2.877 1.097
C -1.000 -3.161 -3.972
C -1.090 -1.663 -4.279
O -0.098 -0.929 -3.547
O -1.877 -4.001 -4.741
H -1.298 -3.298 -2.932
H -0.052 -3.698 -3.957
H -2.099 -1.257 -4.208
H -0.789 -1.485 -5.311
H 0.750 -1.323 -3.764
H -1.388 -4.734 -5.121
C -2.401 4.148 -0.355
C -3.055 2.761 -0.257
O -2.341 1.773 0.476
O -1.178 4.002 -1.030
H -2.249 4.557 0.644
H -3.100 4.796 -0.883
H -3.196 2.372 -1.265
H -4.089 2.761 0.089
H -2.765 1.811 1.337
H -0.731 4.845 -0.926
C 0.160 -2.970 4.537
C 0.118 -3.183 3.037
O 0.864 -2.159 2.428
O 1.422 -3.227 5.105
H -0.595 -3.557 5.059
H -0.154 -1.968 4.831
H -0.889 -3.409 2.689
H 0.718 -4.057 2.783
H 1.765 -2.278 2.739
H 1.898 -2.422 4.888
*
```

Results of the Mulliken charge analysis, in e, for atoms 1 through 6: atom 1 (Pd): 0.159, atom 2 (O): -1.041, atom 3 (H): 0.060, atom 4 (P): 0.898, atom 5 (O): -0.314, atom 6 (O): -0.647

(3)
DFT (the ωB97M-V functional and the def2-TZVPD basis) results for a structure of composition C6H20AgO6.

Values from the calculation:
<S²> = 0.751
Kohn-Sham gap (alpha / beta) = 3.09 / 9.66 eV
HOMO level (alpha / beta) = -2.2 / -8.9 eV
LUMO energy (alpha / beta) = 0.84 / 0.76 eV

Structure (ORCA input):
```
! wB97M-V def2-TZVPD RIJCOSX def2/J DEFGRID3
* xyz 0 2
Ag -0.124 0.015 -0.061
C 3.288 0.843 -0.668
O 1.908 0.764 -1.148
H 3.414 0.073 0.094
H 4.031 0.611 -1.431
H 3.512 1.779 -0.157
H 1.810 1.422 -1.840
C -1.614 0.809 -2.810
O -1.786 -0.038 -1.719
H -2.221 0.593 -3.689
H -1.818 1.836 -2.508
H -0.543 0.816 -3.012
H -2.745 -0.058 -1.696
C 1.221 -2.914 1.185
C 1.391 -2.933 -0.339
O 0.292 -2.372 -0.942
O 1.341 -1.555 1.570
H 2.028 -3.504 1.620
H 0.255 -3.381 1.373
H 1.603 -3.969 -0.604
H 2.213 -2.258 -0.576
H -0.420 -3.014 -0.899
H 1.919 -1.513 2.336
C -2.065 1.466 2.211
C -2.030 2.501 1.066
O -0.767 2.482 0.420
O -1.787 0.095 1.810
H -3.072 1.391 2.623
H -1.439 1.642 3.086
H -2.388 3.482 1.380
H -2.742 2.187 0.302
H -0.204 3.158 0.805
H -2.459 -0.457 2.219
*
```

Results of the Mulliken charge analysis, in e, for atoms 1 through 6: atom 1 (Ag): -2.549, atom 2 (C): -0.795, atom 3 (O): 0.554, atom 4 (H): 0.171, atom 5 (H): 0.265, atom 6 (H): 0.350

(4)
DFT (the ωB97M-V functional and the def2-TZVPD basis) results for a structure of composition C6H20AlN10O8.

Values from the calculation:
Kohn-Sham gap = 4.30 eV
HOMO level = -11.5 eV
LUMO energy = -7.16 eV

Structure (ORCA input):
```
! wB97M-V def2-TZVPD RIJCOSX def2/J DEFGRID3
* xyz 1 1
Al -0.599 1.281 -0.895
C 2.534 0.550 -2.255
O 2.150 -0.337 -1.490
O 1.737 1.397 -2.733
O 3.690 0.743 -2.679
C -0.509 -2.642 0.040
O -1.052 -1.596 -0.340
N 0.778 -2.952 -0.240
N -1.138 -3.540 0.864
H 1.340 -2.239 -0.661
H 1.206 -3.813 0.039
H -0.556 -4.180 1.363
H -2.126 -3.431 0.985
C -3.637 0.576 1.377
O -2.413 0.715 1.299
N -4.273 -0.368 2.124
N -4.476 1.567 0.893
H -5.271 -0.377 2.075
H -3.776 -0.974 2.747
H -3.984 2.386 0.586
H -5.385 1.599 1.307
C 2.323 3.553 0.365
O 1.674 2.518 0.174
N 3.613 3.464 0.828
N 1.857 4.813 0.214
H 3.948 2.537 1.008
H 4.124 4.303 1.013
H 2.398 5.511 0.689
H 0.913 4.971 -0.080
C -0.749 -1.330 -3.815
O -0.796 -0.241 -3.236
N -1.570 -1.618 -4.871
N 0.264 -2.232 -3.636
H -1.754 -2.567 -5.130
H -2.245 -0.864 -4.923
H 0.424 -2.968 -4.295
H 1.030 -1.944 -3.052
C 1.121 -0.061 2.645
O 0.651 0.485 1.637
N 0.533 0.118 3.845
N 2.171 -0.899 2.580
H 0.978 -0.226 4.680
H -0.112 0.871 3.991
H 2.579 -0.992 1.667
H 2.384 -1.566 3.297
*
```

Results of the Mulliken charge analysis, in e, for atoms 1 through 6: atom 1 (Al): 0.924, atom 2 (C): 0.869, atom 3 (O): -0.515, atom 4 (O): -0.268, atom 5 (O): -0.396, atom 6 (C): 0.640

(5)
DFT (the ωB97M-V functional and the def2-TZVPD basis) results for a structure of composition C6H20N10O8Zn.

Values from the calculation:
Kohn-Sham gap = 4.74 eV
HOMO level = -4.9 eV
LUMO energy = -0.11 eV

Structure (ORCA input):
```
! wB97M-V def2-TZVPD RIJCOSX def2/J DEFGRID3
* xyz 0 1
Zn -0.064 0.417 -0.185
C 2.029 2.230 -1.358
O 2.317 3.455 -1.619
O 3.127 1.522 -1.146
O 0.861 1.729 -1.391
C 2.537 -0.148 1.568
O 1.406 0.227 1.212
N 2.741 -0.663 2.787
N 3.607 -0.101 0.773
H 3.695 -0.821 3.057
H 2.017 -0.565 3.475
H 4.318 -0.792 0.927
H 3.605 0.655 0.069
C 1.891 -1.776 -1.506
O 0.919 -1.227 -1.008
N 1.996 -3.050 -1.924
N 3.027 -1.069 -1.903
H 1.235 -3.706 -1.927
H 2.855 -3.312 -2.361
H 2.918 -0.049 -1.775
H 3.706 -1.662 -2.327
C -1.908 -1.771 1.404
O -1.307 -0.857 0.860
N -1.832 -1.988 2.732
N -2.579 -2.695 0.692
H -1.253 -1.336 3.229
H -2.326 -2.756 3.146
H -2.829 -3.610 1.020
H -2.782 -2.435 -0.258
C -2.129 0.741 -2.687
O -1.606 0.485 -1.606
N -3.215 0.081 -3.130
N -1.695 1.665 -3.544
H -3.563 -0.726 -2.648
H -3.662 0.462 -3.943
H -2.144 1.870 -4.415
H -0.811 2.106 -3.315
C -1.651 2.262 1.899
O -0.922 1.876 0.975
N -2.685 3.104 1.896
N -1.418 1.736 3.108
H -2.896 3.692 1.106
H -3.084 3.378 2.774
H -1.861 2.181 3.897
H -0.583 1.243 3.369
*
```

Results of the Mulliken charge analysis, in e, for atoms 1 through 6: atom 1 (Zn): 1.476, atom 2 (C): 0.464, atom 3 (O): -0.814, atom 4 (O): -0.983, atom 5 (O): -0.390, atom 6 (C): 0.341

(6)
DFT (the ωB97M-V functional and the def2-TZVPD basis) results for a cluster of 3 separate species, C6H20N2O2 in total.

Values from the calculation:
<S²> = 0.750
Kohn-Sham gap (alpha / beta) = 2.70 / 8.95 eV
HOMO level (alpha / beta) = 0.7 / -5.7 eV
LUMO energy (alpha / beta) = 3.41 / 3.28 eV

Structure (ORCA input):
```
! wB97M-V def2-TZVPD RIJCOSX def2/J DEFGRID3
* xyz -1 2
C -0.472 2.386 0.415
C 0.675 1.600 -0.280
C 0.330 0.759 -1.530
C 1.590 0.618 -2.392
C -0.402 -0.598 -1.227
N 1.564 0.979 0.685
C 0.931 0.264 1.855
N 1.852 -0.552 2.631
H -1.195 1.648 0.663
H -0.005 2.781 1.349
H -0.913 3.201 -0.162
H 1.241 2.466 -0.773
H -0.312 1.450 -2.113
H 2.522 0.572 -1.838
H 1.758 1.591 -2.949
H 1.324 -0.285 -2.986
H 0.250 -1.382 -0.811
H -1.080 -0.280 -0.418
H -0.938 -1.047 -2.103
H 2.302 0.420 0.291
H 0.560 1.085 2.490
H 0.154 -0.364 1.441
H 2.129 0.004 3.423
H 2.742 -0.683 2.152
H -1.194 -3.520 -0.708
H -2.009 -2.813 -1.961
O -1.976 -3.018 -1.006
H -2.697 -1.181 1.681
H -2.637 -1.833 0.329
O -3.256 -1.314 0.881
*
```

Results of the Mulliken charge analysis, in e, for atoms 1 through 6: atom 1 (C): -1.460, atom 2 (C): -0.311, atom 3 (C): 2.057, atom 4 (C): -1.647, atom 5 (C): -2.548, atom 6 (N): -0.110

(7)
DFT (the ωB97M-V functional and the def2-TZVPD basis) results for a cluster of 4 separate species, C6H20N2O3 in total.

Values from the calculation:
Kohn-Sham gap = 9.04 eV
SMILES string = CC/C(=C\N)CCN.O.O.O
HOMO level = -8.4 eV
LUMO energy = 0.61 eV

Structure (ORCA input):
```
! wB97M-V def2-TZVPD RIJCOSX def2/J DEFGRID3
* xyz 0 1
C 0.160 -2.692 0.958
C 0.868 -1.363 1.148
C 0.397 -0.160 0.394
C -0.723 0.489 0.645
N -1.703 0.121 1.573
C 1.147 0.327 -0.800
C 1.182 1.843 -0.832
N 0.246 2.486 -1.814
H 0.195 -3.416 1.740
H 0.369 -3.298 0.117
H -0.903 -2.527 0.773
H 1.995 -1.423 1.158
H 0.602 -1.226 2.252
H -1.144 1.228 -0.037
H -1.363 -0.653 2.248
H -2.024 0.876 2.007
H 0.716 -0.034 -1.793
H 2.183 -0.049 -0.980
H 0.930 2.389 0.110
H 2.229 2.193 -1.052
H 0.312 2.107 -2.781
H -0.665 2.235 -1.525
O -1.263 -2.527 -1.683
H -1.453 -1.883 -0.985
H -0.495 -2.091 -2.181
O 1.195 1.411 2.686
H 1.218 1.524 1.674
H 1.917 1.879 2.968
O -1.836 0.549 -2.221
H -2.125 0.285 -1.372
H -2.162 1.400 -2.395
*
```

Results of the Mulliken charge analysis, in e, for atoms 1 through 6: atom 1 (C): -1.287, atom 2 (C): -1.156, atom 3 (C): 0.871, atom 4 (C): -0.865, atom 5 (N): -0.525, atom 6 (C): 0.066

(8)
DFT (the ωB97M-V functional and the def2-TZVPD basis) results for a structure of composition C6H20N3OPb.

Values from the calculation:
Kohn-Sham gap (alpha / beta) = 2.52 / 2.48 eV
HOMO level (alpha / beta) = 0.2 / 0.3 eV
LUMO energy (alpha / beta) = 2.73 / 2.76 eV

Structure (ORCA input):
```
! wB97M-V def2-TZVPD RIJCOSX def2/J DEFGRID3
* xyz -1 1
C -1.054 1.658 0.583
Pb 0.000 0.000 0.000
N 1.299 -1.722 -0.718
H 0.123 0.641 -1.414
H 2.299 -1.480 -0.771
H -1.288 -0.436 -0.695
H -1.514 2.190 -0.263
H -0.300 2.316 1.061
H -1.838 1.395 1.315
H 1.246 -2.596 -0.178
H 1.027 -1.968 -1.679
C -1.937 -0.794 2.752
N -0.786 -0.516 3.604
C -1.154 -0.505 5.010
C 0.521 -0.318 3.117
O 0.746 -0.167 1.900
N 1.675 -0.229 3.910
C 1.838 -0.281 5.365
C 2.954 -0.072 3.210
H -2.409 -1.748 3.074
H -1.709 -0.972 1.708
H -2.698 0.010 2.853
H -0.721 -1.385 5.526
H -0.904 0.480 5.460
H -2.252 -0.614 5.164
H 2.482 -1.147 5.630
H 2.349 0.647 5.703
H 0.976 -0.350 6.009
H 3.122 -0.940 2.535
H 2.953 0.866 2.614
H 3.820 -0.024 3.906
*
```

Results of the Mulliken charge analysis, in e, for atoms 1 through 6: atom 1 (C): -0.352, atom 2 (Pb): -3.649, atom 3 (N): 1.516, atom 4 (H): -0.248, atom 5 (H): 0.183, atom 6 (H): -0.177

(9)
DFT (the ωB97M-V functional and the def2-TZVPD basis) results for a structure of composition C6H20N3OsS.

Values from the calculation:
<S²> = 6.013
Kohn-Sham gap (alpha / beta) = 5.31 / 7.47 eV
HOMO level (alpha / beta) = -8.3 / -11.9 eV
LUMO energy (alpha / beta) = -3.02 / -4.42 eV

Structure (ORCA input):
```
! wB97M-V def2-TZVPD RIJCOSX def2/J DEFGRID3
* xyz 1 5
C -2.078 -1.312 -3.293
Os -1.545 0.182 -1.740
N -1.227 1.808 -0.418
H -3.050 0.522 -1.275
H -1.366 1.582 0.574
H -2.040 -0.124 -3.270
H -3.089 -1.340 -3.733
H -2.094 -2.072 -2.468
H -1.367 -1.546 -4.104
H -0.271 2.167 -0.498
H -1.864 2.575 -0.633
C -0.935 -1.591 1.909
N 0.197 -0.712 1.703
C 0.677 -0.015 2.908
C 0.625 -0.510 0.450
S -0.371 -1.213 -0.846
N 1.708 0.215 0.148
C 2.444 1.101 1.058
C 2.178 0.295 -1.220
H -1.182 -1.565 2.967
H -0.687 -2.620 1.604
H -1.805 -1.246 1.326
H 1.723 -0.267 3.172
H 0.535 1.085 2.843
H 0.043 -0.370 3.730
H 3.199 1.603 0.439
H 1.799 1.896 1.497
H 2.988 0.563 1.863
H 1.581 -0.408 -1.827
H 2.039 1.316 -1.605
H 3.235 0.001 -1.261
*
```

Results of the Mulliken charge analysis, in e, for atoms 1 through 6: atom 1 (C): -0.949, atom 2 (Os): 0.562, atom 3 (N): -0.638, atom 4 (H): -0.273, atom 5 (H): 0.300, atom 6 (H): 0.114

(10)
DFT (the ωB97M-V functional and the def2-TZVPD basis) results for a cluster of 4 separate species, C6H20NO4 in total.

Values from the calculation:
Kohn-Sham gap = 6.89 eV
HOMO level = -3.6 eV
LUMO energy = 3.33 eV

Structure (ORCA input):
```
! wB97M-V def2-TZVPD RIJCOSX def2/J DEFGRID3
* xyz -1 1
C 0.977 1.318 -0.504
C -0.259 0.234 -0.641
C 0.345 -1.185 -0.959
C 1.073 -1.856 0.268
C -0.902 -2.116 -1.272
N -1.145 0.410 0.541
C -1.490 1.666 1.209
O -1.332 1.517 2.477
H 0.412 2.242 -0.605
H 1.875 1.204 -1.103
H 1.183 1.086 0.537
H -0.867 0.487 -1.476
H 1.111 -1.269 -1.745
H 1.029 -1.274 1.232
H 0.826 -2.950 0.256
H 2.119 -1.899 0.022
H -1.793 -1.706 -0.856
H -0.827 -3.183 -0.948
H -1.021 -2.033 -2.381
H -0.639 -0.137 1.301
H -0.877 2.524 0.743
H -2.534 1.915 0.937
H 3.094 -0.058 -1.664
H 3.356 -0.527 -0.284
O 3.639 -0.683 -1.207
H -2.715 1.343 -0.696
H -3.143 1.224 -2.150
O -2.950 1.793 -1.512
H 0.654 0.717 4.208
H -0.018 0.725 2.851
O 0.820 0.471 3.418
*
```

Results of the Mulliken charge analysis, in e, for atoms 1 through 6: atom 1 (C): -1.517, atom 2 (C): -0.349, atom 3 (C): 0.559, atom 4 (C): -1.307, atom 5 (C): -1.343, atom 6 (N): -0.306

(11)
DFT (the ωB97M-V functional and the def2-TZVPD basis) results for a structure of composition C6H20NO5.

Values from the calculation:
Kohn-Sham gap = 8.59 eV
HOMO level = -5.1 eV
LUMO energy = 3.49 eV

Structure (ORCA input):
```
! wB97M-V def2-TZVPD RIJCOSX def2/J DEFGRID3
* xyz -1 1
C 2.822 1.344 -0.529
C 1.509 0.553 -0.516
C 1.671 -0.956 -0.788
C 0.457 -1.626 -0.191
C 0.500 -2.768 0.478
N 0.538 1.092 -1.468
C -0.499 2.093 -0.951
O -0.389 2.300 0.405
H 2.699 2.270 0.020
H 3.184 1.559 -1.539
H 3.586 0.742 -0.031
H 1.106 0.649 0.476
H 2.634 -1.346 -0.447
H 1.699 -1.094 -1.869
H -0.365 -0.924 -0.103
H 1.413 -3.344 0.447
H -0.324 -3.116 1.068
H 1.004 1.489 -2.270
H -0.289 3.027 -1.482
H -1.489 1.674 -1.126
H -2.272 -0.732 0.987
H -3.744 -0.924 0.618
O -2.961 -1.464 0.766
H -2.516 1.055 1.290
H -0.807 1.401 0.968
O -1.690 0.622 1.523
H -1.311 -0.707 2.824
H 0.002 -0.079 3.373
O -0.558 -0.850 3.426
H -1.150 -0.464 -1.999
H -2.363 -0.869 -1.233
O -2.097 -0.607 -2.130
*
```

Results of the Mulliken charge analysis, in e, for atoms 1 through 6: atom 1 (C): -1.658, atom 2 (C): 0.716, atom 3 (C): -1.000, atom 4 (C): 1.139, atom 5 (C): -0.907, atom 6 (N): -0.250

(12)
DFT (the ωB97M-V functional and the def2-TZVPD basis) results for a cluster of 4 separate species, C6H20O7 in total.

Values from the calculation:
Kohn-Sham gap = 10.33 eV
SMILES string = OCCO.OCCO.OCCO.O
HOMO level = -9.8 eV
LUMO energy = 0.56 eV

Structure (ORCA input):
```
! wB97M-V def2-TZVPD RIJCOSX def2/J DEFGRID3
* xyz 0 1
O -2.063 -2.592 0.595
C -0.823 -3.134 0.193
C -0.469 -2.912 -1.266
O -1.582 -3.162 -2.072
H -2.723 -2.807 -0.153
H -0.089 -2.723 0.867
H -0.893 -4.210 0.377
H 0.207 -3.703 -1.537
H 0.138 -2.004 -1.574
H -1.845 -2.487 -2.692
O 1.306 0.011 -1.250
C 2.429 -0.323 -0.572
C 2.375 0.145 0.928
O 2.005 1.565 0.858
H 1.256 0.986 -1.235
H 2.643 -1.407 -0.601
H 3.280 0.097 -1.064
H 3.318 -0.041 1.500
H 1.590 -0.341 1.489
H 1.191 1.630 1.401
O -0.370 1.989 2.013
C -1.016 3.081 1.329
C -0.332 3.443 0.060
O -0.414 2.318 -0.908
H -0.708 1.223 1.595
H -2.039 2.783 1.059
H -1.172 3.938 1.998
H 0.741 3.504 0.260
H -0.731 4.354 -0.403
H -1.363 2.096 -1.012
O -1.414 -0.102 0.043
H -1.746 -0.986 0.357
H -0.689 -0.226 -0.583
*
```

Results of the Mulliken charge analysis, in e, for atoms 1 through 6: atom 1 (O): -0.634, atom 2 (C): -0.443, atom 3 (C): -0.009, atom 4 (O): -0.591, atom 5 (H): 0.358, atom 6 (H): 0.270